Record 1
Here is one molecule with the formula C8H15BrSi in a non-equilibrium geometry from the OMol25 dataset. Energies are from the ωB97M-V functional and the def2-TZVPD basis.

Summary:
**Net charge**: 0
**DFT total energy**: -86458.6809 eV
**SMILES**: C[Si](C)(C)[C@@H]1CCC=C1Br
**ΔE to the lowest compared entry with this formula, charge and spin**: 0.0 kJ/mol

Structure (XYZ):
```
25
Properties=species:S:1:pos:R:3:forces:R:3:lowdin_charge:R:1
C 0.2824 0.9194 -1.7046 1.34 -1.71 1.08 -0.151
Si 0.3783 1.0796 0.1570 -1.06 0.23 -0.19 0.518
C 2.2105 1.2034 0.4048 0.33 -1.34 -0.78 -0.187
C -0.4461 2.5804 0.9698 0.99 -1.86 2.79 -0.180
C -0.4623 -0.5347 0.7544 0.38 0.55 1.16 -0.374
C 0.3282 -1.7860 0.3579 2.61 0.62 1.28 -0.233
C -0.5910 -2.8340 -0.1784 -1.17 -0.08 -1.27 -0.166
C -1.8394 -2.0444 -0.4759 0.33 2.20 0.82 -0.138
C -1.7599 -0.8395 0.1028 0.46 -1.06 -0.60 -0.804
Br -3.1186 0.3807 -0.0802 -0.90 1.04 0.06 0.814
H -0.2187 -0.0605 -1.8569 -0.05 0.87 -0.57 0.041
H -0.0571 1.7523 -2.2390 -0.89 0.89 -1.00 0.010
H 1.3592 0.7663 -1.9412 -0.72 0.08 -0.30 0.033
H 2.4236 1.0760 1.4477 0.78 -0.12 0.51 0.023
H 2.7174 0.4613 -0.2732 -0.43 0.07 1.15 0.048
H 2.6536 2.0989 0.0085 -0.20 0.92 0.18 0.031
H 0.3435 3.2761 0.9866 0.98 1.32 -0.05 -0.005
H -1.2152 2.9490 0.4043 -2.06 0.96 -1.38 -0.030
H -0.7844 2.5250 2.0758 0.45 -0.36 -1.82 0.076
H -0.6019 -0.4294 1.8656 0.10 -0.26 -0.74 0.127
H 1.0118 -2.0591 1.1662 -0.83 -0.71 0.81 0.115
H 1.2087 -1.5910 -0.2620 -0.68 0.46 -1.24 0.099
H -0.8998 -3.5436 0.5956 0.62 -0.70 -0.57 0.119
H -0.2397 -3.1750 -1.1747 0.05 -0.86 1.04 0.126
H -2.6833 -2.1712 -1.1109 -0.40 -1.15 -0.37 0.088
```
Positions in Å, forces in eV/Å.


Record 2
Here is C8H15Cl17 as an isolated structure in a non-equilibrium geometry from the OMol25 dataset. Energies are from the ωB97M-V functional and the def2-TZVPD basis.

Summary:
**Net charge**: 0
**DFT total energy**: -221404.2256 eV
**ΔE to the lowest compared entry with this formula, charge and spin**: 1609.7 kJ/mol

Structure (XYZ):
```
40
Properties=species:S:1:pos:R:3:forces:R:3:lowdin_charge:R:1
C 5.4471 22.3049 17.5201 -0.78 1.73 1.22 -1.343
Cl 6.0616 23.0026 19.0682 -0.29 -0.18 -1.18 0.536
Cl 5.0571 23.6121 16.2333 1.42 -1.12 1.50 0.477
Cl 4.0202 21.2711 17.8589 5.24 3.23 5.71 0.557
H 6.1688 21.5915 17.1221 0.21 1.68 0.57 -0.135
C 0.7623 17.5455 18.0803 -2.55 -0.94 2.56 -1.222
Cl 0.4025 18.9272 19.1382 -0.22 -0.29 0.51 0.568
Cl 0.9324 15.9164 18.9238 0.03 1.26 -0.22 0.511
H -0.0483 17.4480 17.3581 -0.84 1.10 3.22 -0.145
H 1.6470 17.7594 17.4807 -2.17 -1.33 1.03 -0.179
C 1.9269 20.4808 12.5173 -0.23 -0.24 -0.77 -1.006
Cl 1.5675 22.1518 12.7002 -0.64 1.35 -0.08 0.589
Cl 0.4099 19.4601 12.1527 1.64 1.24 -0.02 0.512
H 2.7284 20.4495 11.7792 -0.60 -0.71 -0.37 0.044
H 2.2985 20.2334 13.5117 -0.14 0.25 -2.19 -0.171
C 1.2620 17.2751 14.3919 -1.83 -2.85 -1.89 -0.985
Cl 0.4917 16.3757 13.0328 0.23 -0.39 0.17 0.471
Cl 0.4484 16.7406 15.9657 1.55 -1.32 -7.49 0.719
H 2.3284 17.0544 14.3436 -0.29 -0.41 0.54 0.028
H 1.1116 18.3214 14.1258 -1.59 -2.04 -0.09 -0.169
C 4.0911 17.4133 19.2511 0.56 -1.46 1.79 -1.109
Cl 5.4443 18.3085 18.6350 1.66 -0.49 1.44 0.597
Cl 4.5266 15.7642 19.7571 -0.17 0.43 -0.08 0.541
H 3.6013 17.9630 20.0549 0.40 -0.26 0.31 0.051
H 3.3488 17.4111 18.4529 1.09 -3.17 1.42 -0.147
C 4.9279 18.5454 15.7856 1.45 -0.78 -1.43 -1.014
Cl 6.0200 17.1490 15.4498 -0.19 0.55 0.24 0.518
Cl 5.7877 20.0522 16.3042 0.68 -3.59 -3.27 0.606
H 4.4307 18.7126 14.8301 0.46 0.32 0.39 -0.015
H 4.2345 18.2677 16.5793 1.30 -0.04 -1.28 -0.137
C 2.3486 20.0510 16.6467 -1.47 -2.90 0.07 -0.910
Cl 2.9432 18.7401 17.7362 -0.52 7.14 -2.35 0.617
Cl 2.1851 19.4125 15.0038 1.20 2.52 4.87 0.809
H 1.3865 20.4198 17.0022 0.13 -0.98 0.22 -0.011
H 3.0423 20.8892 16.7128 -1.25 -2.98 -1.68 -0.297
C 0.7864 22.3678 16.1281 -0.20 -0.39 -0.58 -0.941
Cl 0.0981 22.7149 17.7133 -0.14 0.25 -0.11 0.584
Cl 2.5463 22.4584 16.1933 -2.68 5.25 -2.87 0.562
H 0.5250 21.3339 15.9024 -0.28 0.46 -0.34 0.005
H 0.4518 23.0166 15.3186 -0.20 0.11 0.50 0.031
```
Positions in Å, forces in eV/Å.